# 1
{
  "formula": "C20H16N5OReS4",
  "method": "wB97M-V/def2-TZVPD",
  "spin_multiplicity": 4,
  "homo_energy_ev": [-10.99, -11.25],
  "charge": 1,
  "symbols": ["Re", "C", "S", "C", "S", "N", "N", "C", "C", "C", "C", "C", "C", "N", "H", "H", "H", "H", "H", "H", "H", "H", "S", "C", "S", "C", "C", "N", "C", "N", "C", "C", "O", "C", "C", "C", "C", "C", "C", "H", "H", "H", "H", "H", "H", "H", "H"],
  "coordinates": [[-0.3177, -0.1854, 0.1693], [-3.5910, -0.1340, 4.4424], [-3.9247, 1.0620, 3.1305], [-2.6900, 0.7306, 1.9806], [-1.5001, -0.5157, 2.2576], [-2.7626, 1.4645, 0.8989], [-1.8142, 1.2542, -0.0156], [-1.8168, 1.9413, -1.1180], [-0.7376, 1.6937, -2.0459], [-0.6185, 2.3408, -3.2666], [0.4717, 2.0668, -4.0761], [1.4233, 1.1549, -3.6434], [1.2408, 0.5275, -2.4245], [0.1841, 0.7768, -1.6468], [-4.3954, -0.0080, 5.1627], [-2.6331, 0.0807, 4.9089], [-3.6084, -1.1462, 4.0469], [-2.5910, 2.6761, -1.3002], [-1.3796, 3.0449, -3.5736], [0.5791, 2.5510, -5.0369], [2.2914, 0.9144, -4.2392], [1.9438, -0.2087, -2.0600], [0.9817, -2.1775, -0.1488], [-0.4302, -2.9050, -0.8610], [-1.7321, -1.7616, -0.9891], [-0.5006, -4.2128, -1.2189], [-1.7068, -4.7772, -1.7238], [-2.6847, -5.2411, -2.1120], [0.6364, -5.0596, -1.0685], [1.5680, -5.7251, -0.9607], [1.9154, -0.4799, 3.0401], [1.7805, 0.8340, 2.3436], [1.1692, 0.9599, 1.2601], [2.3635, 2.0274, 2.9499], [2.9689, 1.9822, 4.2114], [3.4585, 3.1382, 4.7878], [3.3579, 4.3496, 4.1152], [2.7774, 4.4033, 2.8532], [2.2796, 3.2527, 2.2761], [1.5171, -1.2891, 2.4391], [1.3644, -0.4454, 3.9821], [2.9621, -0.6836, 3.2647], [3.0551, 1.0509, 4.7535], [3.9221, 3.0966, 5.7638], [3.7314, 5.2542, 4.5762], [2.7146, 5.3440, 2.3236], [1.8215, 3.2868, 1.2969]],
  "forces_ev_per_a": [[-0.159, -1.426, 0.586], [0.099, 0.068, -0.190], [-0.087, -0.024, 0.117], [0.299, -0.180, -0.404], [0.251, 0.076, -0.276], [-0.878, 0.520, 0.389], [0.528, 0.085, -0.342], [-0.294, -0.096, 0.492], [0.367, -0.032, -0.405], [-0.170, 0.021, 0.191], [0.173, -0.170, -0.010], [-0.121, 0.114, -0.037], [0.072, -0.087, -0.043], [0.106, 0.290, -0.314], [-0.004, 0.032, 0.008], [-0.033, -0.038, 0.080], [-0.036, -0.017, 0.043], [-0.026, -0.006, -0.008], [0.008, 0.014, 0.025], [-0.023, 0.035, 0.014], [-0.004, 0.006, -0.005], [-0.038, -0.020, 0.021], [0.131, 0.487, 0.335], [-0.159, -0.228, -0.131], [0.270, 0.559, 0.252], [0.070, 0.309, 0.112], [-0.229, -0.119, -0.094], [0.043, 0.098, -0.002], [0.218, -0.173, -0.033], [-0.051, 0.074, 0.037], [-0.129, -0.040, -0.185], [0.100, 0.107, 0.195], [-0.283, -0.358, -0.307], [0.032, 0.217, -0.020], [-0.021, -0.076, -0.046], [0.046, 0.065, 0.055], [-0.017, -0.066, -0.016], [0.002, 0.020, -0.019], [-0.034, -0.048, -0.046], [-0.040, -0.059, -0.078], [0.034, 0.032, 0.019], [0.003, 0.038, 0.027], [-0.015, -0.009, -0.014], [-0.017, 0.006, 0.001], [0.029, -0.007, -0.011], [-0.013, 0.005, 0.015], [-0.001, 0.002, 0.019]],
  "lowdin_charge": [1.008, -0.404, 0.937, -1.028, 0.627, -0.077, -0.218, -0.015, -0.241, 0.023, -0.006, -0.006, -0.085, -0.083, 0.045, 0.033, 0.032, 0.150, 0.132, 0.128, 0.125, 0.101, 0.619, -1.051, 0.635, -0.351, -0.215, 0.194, -0.225, 0.190, -0.016, -0.331, -0.157, -0.156, -0.007, -0.048, -0.039, -0.049, -0.001, 0.027, 0.109, 0.111, 0.116, 0.116, 0.118, 0.114, 0.117]
}

---

# 2
{
  "formula": "C20H17AuF10N3O",
  "method": "wB97M-V/def2-TZVPD",
  "spin_multiplicity": 1,
  "homo_energy_ev": -3.75,
  "charge": -1,
  "symbols": ["Au", "C", "N", "C", "C", "N", "C", "C", "F", "C", "F", "C", "F", "C", "F", "C", "F", "C", "C", "N", "C", "C", "F", "C", "F", "C", "F", "C", "F", "C", "F", "H", "H", "H", "H", "H", "H", "H", "H", "H", "H", "H", "C", "O", "C", "C", "H", "H", "H", "H", "H", "H"],
  "coordinates": [[-0.6427, 0.3404, 1.0215], [-2.3546, 3.0800, 0.0438], [-1.7570, 1.9468, -0.6375], [-0.7072, 2.3707, -1.5704], [0.4890, 1.4273, -1.6747], [1.0455, 1.2197, -0.3547], [2.3103, 0.7830, -0.2480], [3.1832, 0.3281, -1.2700], [2.7403, 0.1767, -2.5438], [4.5054, -0.0190, -1.0565], [5.2572, -0.4166, -2.0983], [5.0646, 0.0185, 0.2025], [6.3555, -0.3156, 0.4118], [4.2491, 0.4203, 1.2483], [4.7575, 0.4810, 2.4929], [2.9437, 0.7861, 1.0268], [2.2449, 1.2139, 2.0996], [-2.7897, 1.1263, -1.2571], [-2.2902, -0.2143, -1.7653], [-1.6102, -0.9503, -0.7214], [-1.2204, -2.2025, -1.0032], [-1.2579, -2.8809, -2.2545], [-1.6656, -2.2476, -3.3876], [-0.8618, -4.1930, -2.4410], [-0.9373, -4.7305, -3.6721], [-0.3871, -4.9596, -1.3996], [-0.0133, -6.2438, -1.5790], [-0.3174, -4.3543, -0.1567], [0.1283, -5.0639, 0.8956], [-0.7195, -3.0527, 0.0260], [-0.6467, -2.5863, 1.2910], [-2.8844, 3.7557, -0.6503], [-3.0673, 2.7244, 0.7890], [-1.5807, 3.6538, 0.5542], [-1.1326, 2.5314, -2.5749], [-0.3255, 3.3308, -1.2163], [0.1971, 0.4886, -2.1546], [1.1966, 1.9232, -2.3514], [-3.5677, 0.9604, -0.5074], [-3.2457, 1.6652, -2.1081], [-3.1771, -0.7536, -2.1274], [-1.6684, -0.0353, -2.6502], [-0.0218, 2.5554, 3.2868], [-0.1666, 1.2154, 3.7793], [-0.6818, 0.3164, 2.9770], [-1.1755, -0.8361, 3.7949], [0.7855, 3.0154, 3.8509], [-0.9584, 3.0819, 3.4630], [0.2197, 2.5300, 2.2232], [-1.4550, -0.5181, 4.8017], [-0.3803, -1.5844, 3.8739], [-2.0059, -1.3084, 3.2782]],
  "forces_ev_per_a": [[-0.246, 0.346, -0.009], [0.007, 0.018, 0.005], [0.077, -0.049, -0.113], [0.002, -0.023, -0.019], [0.023, 0.035, 0.018], [-0.042, -0.203, -0.043], [-0.007, 0.092, 0.046], [0.010, -0.012, -0.035], [-0.005, -0.002, 0.013], [-0.007, -0.006, -0.010], [-0.010, -0.019, 0.011], [-0.005, -0.002, 0.012], [-0.007, -0.007, -0.001], [0.005, -0.011, 0.011], [0.001, 0.011, -0.007], [0.040, 0.008, -0.034], [0.047, -0.016, -0.018], [-0.021, -0.027, 0.022], [-0.009, -0.023, 0.018], [0.171, 0.003, -0.123], [-0.080, 0.005, 0.044], [0.028, 0.004, -0.037], [0.007, 0.006, 0.015], [-0.034, -0.014, 0.013], [0.003, 0.003, 0.006], [0.007, 0.010, -0.015], [0.013, 0.007, -0.001], [0.011, 0.008, 0.015], [-0.014, -0.003, -0.005], [0.015, -0.015, 0.022], [-0.041, -0.004, -0.013], [-0.001, -0.004, -0.001], [-0.004, 0.001, -0.007], [0.002, -0.013, 0.008], [-0.021, 0.033, 0.017], [0.010, -0.005, 0.003], [0.020, 0.016, -0.028], [0.005, -0.002, -0.001], [0.028, -0.028, 0.022], [-0.049, 0.025, 0.042], [0.001, 0.008, -0.030], [-0.019, 0.003, -0.010], [0.435, -0.031, -0.254], [-0.719, 0.187, 0.264], [0.141, -0.172, 0.138], [0.242, -0.091, 0.024], [-0.009, -0.023, 0.032], [-0.014, -0.008, 0.007], [-0.024, 0.019, 0.035], [0.009, -0.010, 0.004], [0.019, 0.018, -0.063], [0.008, -0.039, 0.010]],
  "lowdin_charge": [0.951, -0.122, -0.285, -0.194, -0.265, -0.065, -0.215, -0.140, 0.056, -0.167, 0.092, -0.172, 0.076, -0.164, 0.090, -0.158, 0.052, -0.223, -0.274, -0.057, -0.211, -0.137, 0.045, -0.169, 0.090, -0.173, 0.076, -0.166, 0.091, -0.159, 0.032, 0.084, 0.077, 0.073, 0.119, 0.109, 0.091, 0.113, 0.111, 0.117, 0.116, 0.094, -0.077, -0.131, -0.393, -0.089, 0.089, 0.088, 0.047, 0.075, 0.088, 0.065]
}

---

# 3
{
  "formula": "C20H17BrCl5INO3S3W",
  "method": "wB97M-V/def2-TZVPD",
  "spin_multiplicity": 1,
  "homo_energy_ev": [-11.25, -11.24],
  "charge": 1,
  "symbols": ["W", "Cl", "C", "C", "C", "Cl", "C", "Cl", "C", "Cl", "C", "Cl", "C", "C", "S", "C", "C", "S", "H", "H", "H", "H", "H", "H", "O", "S", "C", "C", "C", "C", "H", "H", "H", "H", "H", "H", "H", "H", "Br", "C", "C", "N", "C", "C", "C", "C", "O", "O", "H", "H", "H", "I"],
  "coordinates": [[0.0976, -0.2268, -0.0917], [2.9551, -0.7591, 1.3343], [3.1497, 0.0939, -0.1515], [2.0282, 0.2383, -0.9518], [2.2220, 0.7560, -2.2288], [0.9654, 0.7326, -3.4262], [3.4633, 1.2700, -2.6109], [3.6661, 1.9947, -4.1533], [4.5513, 1.1910, -1.7428], [6.0717, 1.8293, -2.2013], [4.4035, 0.5623, -0.5100], [5.7397, 0.3758, 0.5445], [-2.7151, -3.4097, -2.1534], [-1.5137, -2.6773, -1.6076], [-1.6267, -0.9945, -1.5170], [-0.3301, -3.2842, -1.2717], [-0.0613, -4.7568, -1.4370], [0.9818, -2.3426, -0.7867], [-3.5633, -2.7387, -2.2747], [-3.0204, -4.2138, -1.4824], [-2.4892, -3.8501, -3.1270], [-0.9416, -5.2834, -1.8001], [0.2409, -5.1994, -0.4881], [0.7489, -4.9222, -2.1503], [-0.6209, 1.4106, -1.0095], [-1.2987, 2.7662, -0.6717], [-2.1044, 3.1470, -2.2545], [-1.4292, 4.4044, -2.8148], [0.0369, 4.3184, -2.3958], [0.0128, 3.9766, -0.9113], [-3.1740, 3.2376, -2.0751], [-1.9112, 2.2629, -2.8635], [-1.8926, 5.2995, -2.3952], [-1.5569, 4.4440, -3.8955], [0.5717, 5.2526, -2.5602], [0.5505, 3.5328, -2.9528], [-0.2931, 4.8243, -0.2903], [0.9183, 3.5473, -0.4872], [-5.4369, -0.8438, 5.4533], [-3.7800, -1.4123, 4.7757], [-3.0197, -2.3327, 5.4878], [-1.8325, -2.7764, 5.0726], [-1.3694, -2.3096, 3.9146], [-2.0696, -1.3910, 3.1453], [-3.3032, -0.9259, 3.5820], [-1.5200, -0.8716, 1.8883], [-0.3746, -1.3829, 1.4590], [-2.0295, 0.0121, 1.2045], [-3.3885, -2.7234, 6.4288], [-0.4037, -2.6758, 3.5865], [-3.8595, -0.2043, 2.9981], [0.6342, 1.6981, 1.8405]],
  "forces_ev_per_a": [[-0.553, 0.374, 0.332], [-0.042, -0.115, 0.116], [0.230, 0.011, 0.086], [-0.377, -0.227, 0.060], [0.135, 0.145, -0.216], [0.038, -0.063, 0.153], [-0.030, 0.020, -0.083], [0.008, 0.006, -0.017], [0.073, 0.066, -0.082], [-0.036, -0.021, 0.012], [0.107, -0.029, 0.098], [-0.027, 0.006, -0.025], [0.085, -0.049, 0.016], [-0.134, -0.420, -0.126], [0.230, 0.225, 0.213], [-0.245, -0.414, -0.173], [-0.084, 0.022, -0.031], [0.175, 0.690, -0.051], [0.035, 0.020, 0.001], [0.025, 0.020, 0.000], [0.004, 0.006, 0.035], [0.020, 0.029, 0.013], [-0.010, -0.005, -0.003], [-0.015, 0.039, 0.027], [0.111, -0.589, -0.499], [-0.242, 0.192, 0.381], [0.025, 0.052, -0.055], [-0.003, -0.092, 0.043], [-0.034, -0.014, 0.012], [0.029, 0.129, -0.060], [0.016, 0.020, -0.020], [-0.005, 0.027, -0.023], [0.006, -0.011, -0.001], [0.013, -0.002, 0.000], [-0.006, 0.009, -0.007], [-0.002, 0.005, 0.000], [0.045, -0.005, -0.024], [0.007, 0.019, -0.032], [-0.063, 0.013, 0.027], [-0.068, 0.014, 0.044], [0.284, -0.167, -0.009], [-0.175, 0.176, -0.143], [0.002, -0.175, 0.241], [-0.005, 0.086, -0.228], [-0.069, 0.111, -0.070], [0.387, -0.460, 0.332], [-0.242, -0.112, 0.024], [0.212, 0.349, -0.433], [0.035, -0.011, 0.002], [-0.023, -0.004, 0.031], [0.018, -0.013, 0.014], [0.134, 0.117, 0.097]],
  "lowdin_charge": [1.115, 0.670, -0.752, -0.481, -0.677, 0.717, -0.700, 0.713, -0.695, 0.732, -0.698, 0.735, -0.097, -0.694, 0.837, -0.700, -0.082, 0.838, 0.070, 0.093, 0.097, 0.078, 0.090, 0.093, -0.903, 0.994, -0.271, -0.203, -0.211, -0.324, 0.100, 0.095, 0.122, 0.126, 0.128, 0.089, 0.112, 0.049, 0.795, -0.666, -0.150, 0.098, -0.056, -0.116, -0.033, -0.615, -0.306, -0.088, 0.112, 0.128, 0.125, 0.565]
}

---

# 4
{
  "formula": "C20H17BrO2",
  "method": "wB97M-V/def2-TZVPD",
  "spin_multiplicity": 1,
  "homo_energy_ev": -8.29,
  "charge": 0,
  "smiles": "C=CCc1cc2c(cc1C[C@H](C)Br)C(=O)c1ccccc1C2=O",
  "symbols": ["C", "C", "C", "C", "C", "C", "C", "C", "C", "C", "C", "C", "Br", "C", "O", "C", "C", "C", "C", "C", "C", "C", "O", "H", "H", "H", "H", "H", "H", "H", "H", "H", "H", "H", "H", "H", "H", "H", "H", "H"],
  "coordinates": [[0.4626, -4.4027, 1.5511], [-0.4026, -4.5476, 0.3179], [-1.4861, -3.4245, -0.1980], [-0.7884, -1.9385, -0.5089], [0.8542, -1.8035, -0.7916], [1.4532, -0.2931, -1.0394], [0.4336, 1.0324, -1.0320], [-1.1929, 0.9022, -0.7920], [-1.7908, -0.6032, -0.5270], [-3.4042, -0.7982, -0.2330], [-4.1893, 0.6357, 0.0117], [-5.5885, 0.3246, 0.8719], [-4.7767, 1.4322, -1.7476], [1.1278, 2.5368, -1.2604], [0.5870, 3.4892, -2.0464], [2.5854, 2.7399, -0.4656], [2.9986, 4.1135, 0.3282], [4.4602, 4.2341, 1.1225], [5.5106, 2.9387, 1.0580], [5.0659, 1.5429, 0.2512], [3.6082, 1.4178, -0.4965], [3.0714, 0.0472, -1.2906], [3.8573, -0.6900, -2.0905], [1.6518, -4.3249, 1.5011], [0.0177, -4.3904, 2.6568], [-0.2812, -5.5337, -0.3302], [-2.0054, -3.7507, -1.2016], [-2.3189, -3.3509, 0.6521], [1.5582, -2.7534, -0.8128], [-1.8127, 1.8995, -0.8270], [-3.4755, -1.3883, 0.8020], [-3.8599, -1.4043, -1.1292], [-3.5576, 1.4333, 0.5901], [-5.8023, 1.1923, 1.6580], [-6.4312, 0.2247, 0.0624], [-5.4654, -0.6687, 1.5096], [2.2202, 5.0181, 0.3437], [4.7016, 5.2379, 1.7068], [6.5674, 3.0403, 1.6013], [5.8365, 0.6332, 0.2237]],
  "forces_ev_per_a": [[-1.572, -0.288, -1.649], [1.706, 0.300, 1.708], [-0.218, -0.304, 0.929], [1.377, 2.768, -0.282], [-2.553, 3.694, -0.080], [-2.904, 0.025, 0.532], [-0.965, -2.265, 0.477], [3.509, -3.451, -0.210], [3.096, 0.711, -0.471], [1.365, 0.619, 0.473], [-0.617, -1.250, 1.391], [0.556, 0.153, 0.004], [0.663, -0.354, 1.046], [-1.520, 2.939, -2.601], [3.261, -5.971, 5.248], [2.448, -0.150, 1.419], [2.104, -2.913, -0.186], [-1.161, -3.813, -2.321], [-3.857, 0.324, -1.633], [-2.110, 2.681, -0.042], [0.848, 2.963, 1.635], [2.369, -2.300, -2.650], [-4.852, 4.501, 5.286], [-2.683, -1.680, 0.005], [0.745, 1.496, -2.675], [0.717, 2.865, 0.556], [1.041, 0.413, 2.084], [1.651, 0.318, -1.895], [-1.712, 2.333, 0.076], [1.252, -2.393, 0.042], [0.040, 1.118, -2.401], [0.674, 1.192, 1.934], [-1.053, -1.694, -1.362], [0.339, -1.777, -1.993], [1.444, 0.118, 1.994], [-0.285, 2.044, -1.505], [1.988, -2.289, -0.077], [-0.463, -2.510, -1.420], [-2.657, -0.425, -1.405], [-2.012, 2.250, 0.019]],
  "lowdin_charge": [-0.045, -0.171, -0.190, -0.063, 0.052, -0.024, -0.018, 0.042, -0.082, -0.223, -0.689, -0.170, 0.583, -0.194, -0.041, -0.033, -0.007, -0.050, -0.051, -0.005, -0.029, -0.194, -0.037, 0.072, 0.070, 0.104, 0.119, 0.113, 0.106, 0.093, 0.114, 0.128, 0.097, 0.092, 0.058, 0.081, 0.108, 0.089, 0.090, 0.106]
}

---

The energy relative to the best compared isomer or geometry (same formula, charge and spin) results, record by record, are as follows: 4.5; 2.6; 7.7; 72.5 kcal/mol.
The total energy results, record by record, are as follows: -75962.6225; -58397.7462; -203730.6899; -95129.0542 eV.